No. 1
C44H31BrN11PSr as an isolated structure in a non-equilibrium geometry. Source: the Open Molecules 2025 dataset; level of theory: wB97M-V/def2-TZVPD.

Structure (XYZ):
```
89
Properties=species:S:1:pos:R:3:forces:R:3:lowdin_charge:R:1
Sr -0.2994 -0.1456 -0.7208 1.0 0.4 -0.5 1.31
C 0.7115 5.1264 1.1974 0.0 0.1 0.0 -0.07
C -0.5958 5.5332 1.4657 0.0 -0.1 0.0 -0.07
C -1.6262 4.6295 1.3265 0.2 -0.1 0.0 -0.01
C -1.3206 3.3160 0.9319 -0.2 0.1 0.0 -0.36
N -0.0619 2.9213 0.6724 0.0 -0.1 0.0 0.11
C 0.9175 3.8196 0.8065 0.0 0.0 0.0 -0.14
N -2.3128 2.4039 0.6475 0.2 -0.1 0.1 0.15
C -2.1941 1.1929 1.0819 -0.2 -0.1 -0.1 -0.38
N -2.5814 0.1293 0.3310 -0.6 -0.2 0.3 0.02
C -2.1258 -1.0223 0.9250 -0.3 0.1 0.0 -0.43
N -2.1028 -2.1105 0.2385 0.2 0.2 -0.1 0.14
C -1.1650 -3.1219 0.3546 -0.4 -0.2 0.2 -0.37
C -1.6031 -4.4474 0.4903 0.2 0.0 0.0 0.00
C -0.6766 -5.4597 0.4117 0.0 0.1 0.0 -0.06
C 0.6588 -5.1334 0.1878 0.0 0.0 0.0 -0.08
C 0.9926 -3.8058 0.0571 0.0 -0.1 -0.1 -0.15
N 0.1173 -2.7919 0.1450 -0.1 -0.1 0.0 0.07
C -1.4807 -0.6822 2.2298 -0.1 -0.5 0.1 -0.12
C -0.9686 -1.4750 3.2441 0.0 0.1 0.0 0.01
C -0.5260 -0.8287 4.3913 0.0 0.0 0.0 -0.06
C -0.6157 0.5578 4.5161 0.0 0.0 0.0 -0.07
C -1.1329 1.3417 3.4918 0.1 -0.1 -0.1 -0.01
C -1.5460 0.6935 2.3382 0.1 0.4 0.2 -0.12
H 1.5489 5.8055 1.2784 0.0 0.0 0.0 0.10
H -0.8050 6.5499 1.7737 0.0 0.0 0.0 0.11
H -2.6569 4.8984 1.5075 0.0 0.0 0.0 0.11
H 1.9194 3.4665 0.5821 0.0 0.0 0.0 0.09
H -2.6591 -4.6376 0.6149 0.0 0.0 0.0 0.12
H -0.9861 -6.4934 0.4857 0.0 0.0 0.0 0.11
H 1.4143 -5.8954 0.0662 0.0 0.0 0.0 0.10
H 2.0209 -3.5487 -0.1739 0.0 0.0 0.0 0.09
H -0.9147 -2.5513 3.1440 0.0 0.0 0.0 0.12
H -0.1143 -1.4054 5.2097 0.0 0.0 0.0 0.11
H -0.2716 1.0286 5.4283 0.0 0.0 0.0 0.10
H -1.1964 2.4183 3.5884 0.0 0.0 0.0 0.12
N 1.5758 1.4212 -3.7029 0.0 -0.2 -0.1 -0.12
P 2.2909 0.6817 -2.3381 -0.3 0.0 0.3 0.99
C 3.3058 2.0205 -1.6334 0.1 0.0 -0.1 -0.37
C 4.1416 1.7246 -0.5564 0.0 0.0 0.1 -0.11
C 4.8353 2.7319 0.0941 0.0 0.0 0.0 -0.08
C 4.7026 4.0509 -0.3233 0.0 0.0 0.0 -0.09
C 3.8761 4.3520 -1.3948 0.0 0.0 0.0 -0.09
C 3.1787 3.3427 -2.0463 0.0 0.0 0.0 -0.09
C 3.4754 -0.4372 -3.1272 0.1 -0.1 0.0 -0.36
C 4.6429 -0.0095 -3.7575 0.0 0.1 0.1 -0.09
C 5.4798 -0.9285 -4.3698 0.0 0.0 0.0 -0.08
C 5.1585 -2.2789 -4.3539 0.0 -0.1 0.0 -0.08
C 4.0009 -2.7156 -3.7252 0.0 0.0 0.0 -0.07
C 3.1621 -1.7970 -3.1099 0.0 0.0 -0.1 -0.10
C 0.2361 1.7694 -3.7838 -0.1 0.1 -0.1 -0.40
C -0.2995 2.1774 -5.0130 0.0 0.0 0.1 -0.01
C -1.6202 2.5616 -5.0573 0.0 0.0 0.0 -0.06
C -2.3809 2.5504 -3.8911 0.0 0.0 0.1 -0.06
C -1.7724 2.1308 -2.7283 0.0 0.0 -0.1 -0.13
N -0.4898 1.7364 -2.6702 0.1 0.0 0.1 0.01
H 2.0370 1.3005 -4.5917 0.0 0.1 0.0 0.11
H 4.2542 0.7012 -0.2146 0.0 0.0 0.0 0.09
H 5.4788 2.4865 0.9301 0.0 0.0 0.0 0.11
H 5.2427 4.8383 0.1868 0.0 0.0 0.0 0.10
H 3.7647 5.3769 -1.7262 0.0 0.0 0.0 0.11
H 2.5228 3.5869 -2.8724 0.0 0.0 0.0 0.10
H 4.9053 1.0427 -3.7511 0.0 0.0 0.0 0.11
H 6.3862 -0.5927 -4.8571 0.0 0.0 0.0 0.10
H 5.8140 -2.9941 -4.8344 0.0 0.0 0.0 0.11
H 3.7414 -3.7665 -3.7176 0.0 0.0 0.0 0.11
H 2.2450 -2.1347 -2.6415 0.0 0.0 0.0 0.07
H 0.3194 2.1798 -5.9006 0.0 0.0 0.0 0.11
H -2.0616 2.8698 -5.9962 0.0 0.0 0.0 0.11
H -3.4196 2.8453 -3.8835 0.0 0.0 0.0 0.11
H -2.3161 2.0938 -1.7884 0.0 0.0 0.0 0.09
Br 3.0312 2.2334 4.3395 0.0 0.0 0.0 0.77
C 2.9387 0.8476 3.0619 0.0 0.0 0.0 -0.66
C 3.8941 -0.1509 3.0135 -0.1 0.0 0.0 -0.10
C 3.7487 -1.1257 2.0379 0.0 0.0 0.0 -0.04
C 2.6682 -1.0527 1.1742 0.1 -0.1 -0.1 -0.16
N 1.7481 -0.0905 1.2246 0.0 0.0 -0.1 0.04
C 1.8879 0.8458 2.1583 0.0 0.0 0.0 -0.20
H 4.7203 -0.1644 3.7113 0.0 0.0 0.0 0.11
H 4.4610 -1.9334 1.9404 0.0 0.0 0.0 0.11
H 2.5449 -1.7924 0.3971 0.0 0.0 0.0 0.07
H 1.1336 1.6149 2.1834 0.0 0.1 0.0 0.06
N -0.2806 -1.4453 -2.8660 -0.1 -0.2 -0.2 0.02
C -0.8197 -2.3969 -3.2691 0.1 0.3 0.1 -0.21
C -1.4163 -3.5586 -3.7142 0.1 0.0 0.1 -0.29
C -2.5836 -3.5056 -4.5028 -0.2 -0.1 -0.2 -0.25
N -3.5347 -3.4590 -5.1545 0.0 0.0 0.0 0.12
C -0.8015 -4.7732 -3.3466 0.1 -0.3 -0.1 -0.25
N -0.2638 -5.7512 -3.0457 0.0 0.1 0.1 0.13
```
Forces are in eV/Å.

HOMO level in eV: -7.401
Total charge: 0
Orbital gap in eV: 6.8

No. 2
C44H31N7P2ReSTe as an isolated structure in a non-equilibrium geometry. Source: the Open Molecules 2025 dataset; level of theory: wB97M-V/def2-TZVPD.

Structure (XYZ):
```
87
Properties=species:S:1:pos:R:3:forces:R:3:mulliken_spin:R:1
Re -0.5130 -0.9446 1.0019 0.2 0.8 -0.3 1.52
Te 2.8594 1.8338 1.3472 0.1 0.2 0.2 -0.03
C 3.4090 3.3935 0.0282 0.1 0.1 -0.2 -0.03
C 4.7575 3.4997 -0.2947 -0.2 0.0 0.0 0.00
C 5.1434 4.5121 -1.1696 0.3 -0.2 0.1 0.00
N 4.2998 5.3682 -1.7203 0.0 0.1 -0.1 0.00
C 3.0202 5.2629 -1.3962 -0.3 0.1 0.0 0.00
C 2.5182 4.3062 -0.5224 -0.3 -0.1 0.2 0.01
C 1.5330 0.7976 0.0813 -0.7 -0.8 0.9 -0.30
P 1.6582 -1.0026 0.1070 0.3 -0.2 -0.7 -0.11
C 1.4107 -1.6689 -1.5496 0.0 -0.1 0.1 0.03
C 1.7146 -0.9460 -2.7009 0.1 0.1 0.0 -0.02
C 1.5536 -1.5399 -3.9396 0.0 0.0 0.0 0.00
C 1.0956 -2.8508 -4.0342 0.0 0.0 -0.1 -0.01
C 0.7963 -3.5780 -2.8923 0.0 0.0 0.0 0.00
C 0.9484 -2.9871 -1.6487 0.0 0.0 0.1 -0.02
C 3.2087 -1.5844 0.7720 -0.1 0.1 0.1 -0.02
C 4.4038 -1.3573 0.0923 0.0 -0.1 -0.1 0.00
C 5.5934 -1.7832 0.6506 0.1 0.0 0.0 0.00
C 5.5940 -2.4344 1.8784 0.0 0.0 0.0 0.00
C 4.4061 -2.6709 2.5516 0.0 0.0 0.0 0.00
C 3.2080 -2.2418 1.9987 0.0 0.0 0.1 -0.01
P -0.2371 1.1879 -0.0865 0.0 0.2 -0.5 -0.04
C -0.6755 1.2658 -1.8285 0.0 -0.1 0.0 -0.01
C -1.8986 0.7495 -2.2517 0.0 0.0 0.1 0.01
C -2.2608 0.8366 -3.5872 0.0 0.0 0.0 0.00
C -1.4076 1.4432 -4.4941 0.1 0.0 -0.1 0.00
C -0.1902 1.9667 -4.0731 0.0 0.0 0.0 0.00
C 0.1796 1.8774 -2.7428 0.0 0.1 0.0 -0.03
C -0.6937 2.7791 0.6293 0.0 0.0 0.1 -0.06
C -0.6627 2.9699 2.0125 0.0 0.0 -0.1 0.00
C -0.9949 4.1954 2.5600 0.0 -0.1 0.1 0.01
C -1.3750 5.2408 1.7329 0.0 0.1 -0.1 0.00
C -1.4334 5.0545 0.3602 0.0 0.1 0.0 0.00
C -1.0975 3.8292 -0.1929 -0.1 0.0 0.0 -0.01
H 5.5001 2.8236 0.1073 0.0 0.0 0.0 0.00
H 6.1875 4.6223 -1.4426 0.0 0.0 0.0 0.00
H 2.3531 5.9887 -1.8488 0.0 0.0 0.0 0.00
H 1.4578 4.3026 -0.2675 0.3 0.0 -0.1 0.00
H 2.0812 0.0706 -2.6278 0.0 -0.1 0.0 -0.01
H 1.7922 -0.9854 -4.8364 0.0 0.0 0.0 0.00
H 0.9847 -3.3102 -5.0069 0.0 0.0 0.0 0.00
H 0.4546 -4.6019 -2.9574 0.0 0.0 0.0 0.00
H 0.7423 -3.5734 -0.7594 0.0 0.0 0.0 -0.01
H 4.4049 -0.8640 -0.8715 0.0 0.0 0.0 0.00
H 6.5253 -1.6153 0.1280 0.0 0.0 0.0 0.00
H 6.5294 -2.7681 2.3067 0.0 0.0 0.0 0.00
H 4.4114 -3.1961 3.4971 0.0 0.0 0.0 0.00
H 2.2726 -2.4393 2.5104 0.0 0.0 0.0 0.00
H -2.5794 0.2952 -1.5399 0.0 0.0 0.0 -0.01
H -3.2098 0.4365 -3.9170 0.0 0.0 0.0 0.00
H -1.6926 1.5160 -5.5347 0.0 0.0 0.0 0.00
H 0.4678 2.4474 -4.7839 0.0 0.0 0.0 0.00
H 1.1290 2.2849 -2.4158 0.0 0.0 0.0 0.01
H -0.3616 2.1670 2.6643 0.1 -0.1 0.1 0.00
H -0.9567 4.3404 3.6315 0.0 0.0 0.0 0.00
H -1.6343 6.1999 2.1598 0.0 0.0 0.0 0.00
H -1.7419 5.8651 -0.2850 0.0 0.0 0.0 0.00
H -1.1626 3.6943 -1.2625 0.0 0.0 -0.1 0.00
N -4.3596 -0.6940 2.7042 0.1 0.0 -0.2 0.01
C -4.8772 -1.1758 1.5055 0.0 -0.1 -0.1 0.00
C -6.1738 -1.5077 1.1322 0.0 0.0 -0.1 0.00
C -6.3280 -2.0245 -0.1373 0.0 0.0 0.1 0.00
C -5.2372 -2.2093 -1.0049 0.0 0.0 0.0 0.00
C -3.9526 -1.8781 -0.6361 0.0 0.0 0.0 0.01
C -3.7856 -1.3436 0.6413 -0.2 0.0 0.2 -0.03
N -2.6458 -0.9481 1.3165 0.0 0.1 0.8 -0.03
C -3.0329 -0.5890 2.5420 0.3 -0.1 -0.4 0.02
C -1.9873 -0.2508 3.4883 0.0 0.0 0.1 0.01
C -1.9893 0.0785 4.8069 0.0 0.0 -0.2 0.00
S -0.3867 0.2392 5.3820 -0.1 0.0 -0.1 0.01
C 0.2180 -0.1203 3.8477 0.0 0.0 -0.1 0.04
N -0.7122 -0.3521 2.9437 0.3 0.2 0.4 0.01
H -4.8879 -0.4619 3.5318 0.0 0.0 -0.1 0.00
H -7.0149 -1.3810 1.7988 0.0 0.0 0.0 0.00
H -7.3142 -2.3150 -0.4706 0.0 0.0 0.0 0.00
H -5.4163 -2.6292 -1.9848 0.0 0.0 0.0 0.00
H -3.1131 -2.0480 -1.2989 0.0 0.0 0.0 0.00
H -2.8331 0.2134 5.4640 0.0 0.0 0.0 0.00
H 1.2740 -0.1439 3.6186 0.0 0.0 0.0 0.00
N -0.7081 -2.8923 1.4211 -0.3 -1.2 -0.1 -0.05
C -1.0213 -4.0349 1.3090 0.2 1.0 0.0 0.03
C -1.3374 -5.3329 1.1105 0.2 0.5 0.1 0.06
C -2.4848 -5.8766 1.7308 -0.3 -0.1 0.2 -0.01
N -3.4187 -6.2702 2.2733 -0.1 0.0 0.0 0.03
C -0.5040 -6.0366 0.2095 0.2 -0.1 -0.2 -0.01
N 0.2029 -6.4963 -0.5717 0.1 -0.1 -0.1 0.03
```
Forces are in eV/Å.

2S+1: 2
HOMO level (alpha / beta) in eV: -12.923 / -12.984
Total charge: +2
Orbital gap (alpha / beta) in eV: 5.8 / 5.6

No. 3
C44H33AsDyF12N2O2S as an isolated structure in a non-equilibrium geometry. Source: the Open Molecules 2025 dataset; level of theory: wB97M-V/def2-TZVPD.

Structure (XYZ):
```
96
Properties=species:S:1:pos:R:3:forces:R:3:mulliken_spin:R:1
Dy 13.3413 11.3150 12.7134 -0.7 -0.3 0.9 4.95
C 13.7394 9.0145 5.9993 -0.3 -0.2 1.7 0.00
C 13.9110 9.5862 7.4223 2.0 -1.3 -0.7 0.00
C 15.0938 9.2203 8.1399 -1.5 0.5 0.2 0.00
C 15.2577 9.7479 9.4251 1.1 -0.8 -1.3 0.00
C 14.4451 10.7701 9.9193 -1.3 0.3 -0.2 0.00
N 14.8553 11.5743 10.9390 -0.2 0.2 1.6 -0.01
C 15.9882 12.3576 10.8343 -0.5 -0.9 0.9 0.00
C 16.5497 12.4812 9.5547 1.8 1.2 0.2 0.00
C 17.7570 13.2056 9.4066 -1.4 -0.1 0.1 0.00
C 18.4430 13.7797 10.4868 -1.1 -1.7 0.8 0.00
C 19.7882 14.3725 10.3050 0.3 -0.3 0.9 0.00
C 17.9133 13.5239 11.7713 -0.9 0.2 -0.2 0.00
C 16.6307 12.9542 12.0013 1.5 0.1 -3.0 0.01
C 16.0761 12.9687 13.3807 -1.5 0.1 0.6 0.01
O 14.7376 12.5706 13.4414 2.3 0.5 0.8 0.01
C 16.9456 12.0468 14.2665 -0.3 -1.0 0.8 0.00
F 18.2618 12.2531 14.3101 0.0 0.6 0.0 0.00
F 16.8649 10.7445 13.7867 -0.5 0.8 0.6 0.00
F 16.5092 12.0752 15.5560 0.3 -0.5 -0.9 0.00
C 15.9836 14.4217 13.9830 1.0 -0.1 0.3 0.00
F 15.4176 15.1932 13.0327 0.4 0.0 1.1 0.00
F 15.2732 14.4629 15.1291 0.2 0.2 -1.1 0.00
F 17.2244 14.9546 14.3383 -1.2 -0.3 -0.7 0.00
C 13.1408 10.8862 9.3385 1.0 -1.5 -1.5 0.01
C 12.9527 10.3216 8.0695 -0.8 -0.1 -0.4 0.00
C 11.9599 11.5935 9.8780 0.2 1.9 0.7 0.00
O 12.0657 11.8832 11.2238 -1.4 -0.4 -1.8 0.02
C 10.5976 10.8390 9.5849 -0.9 0.0 1.4 0.00
F 9.6302 11.3890 10.3838 0.9 -0.7 -0.7 0.00
F 10.0931 10.9413 8.3353 0.5 -0.2 0.4 0.00
F 10.6813 9.4959 9.9085 0.0 1.6 -0.6 0.00
C 11.9435 13.0031 9.1836 0.0 1.4 0.2 0.00
F 10.8373 13.7042 9.5567 0.8 -0.3 -0.3 0.00
F 13.0431 13.7183 9.6023 -1.2 -0.8 -0.5 0.00
F 11.9748 13.0370 7.8174 -0.1 -0.3 1.0 0.00
H 12.9224 8.2656 6.0533 0.6 0.3 -0.5 0.00
H 14.6878 8.5892 5.6934 0.0 -0.5 0.0 0.00
H 13.5291 9.7514 5.2567 -0.5 0.7 -0.4 0.00
H 15.8278 8.5325 7.6937 -0.4 0.3 0.3 0.00
H 16.1553 9.4547 9.9795 -0.2 0.5 -0.1 0.00
H 16.0616 11.9794 8.7078 0.4 0.6 0.4 0.00
H 18.1118 13.3612 8.3978 0.3 0.0 -0.1 0.00
H 20.5153 13.6051 10.0609 0.2 0.0 -0.5 0.00
H 20.1507 14.8025 11.2302 0.0 0.2 0.3 0.00
H 19.7571 15.1605 9.5935 0.3 0.6 -0.9 0.00
H 18.4905 13.7725 12.6641 -0.1 0.4 -0.5 0.00
H 11.9871 10.4603 7.5274 1.0 0.0 0.6 0.00
S 11.7400 11.8073 14.9775 -0.1 -0.1 -0.3 0.00
C 11.0919 10.3405 15.6671 -1.0 -0.7 1.1 0.00
C 11.2152 10.1472 17.0808 1.3 0.1 -0.1 0.00
C 10.7905 8.9830 17.7225 -0.9 0.2 -0.5 0.00
C 10.1655 7.9735 16.9510 1.0 -0.4 0.6 0.00
C 10.0640 8.1155 15.5831 -0.4 0.4 -0.6 0.00
C 10.3473 9.3547 14.9736 0.8 -0.1 0.2 0.00
As 9.7872 9.6865 13.1404 -1.0 -0.7 0.3 0.01
C 8.1054 10.7178 13.5531 0.0 -0.9 0.7 0.00
C 7.6030 10.8102 14.8658 0.4 0.9 -1.2 0.00
C 6.4615 11.5741 15.1151 0.8 0.0 -0.7 0.00
C 5.7283 12.1474 14.0771 -0.1 -0.8 -0.6 0.00
C 6.1236 11.8565 12.7559 0.0 0.5 0.3 0.00
C 7.3333 11.1905 12.5031 -0.6 0.4 0.7 0.00
C 8.7479 7.9364 12.9300 0.4 -0.7 -1.0 0.00
C 7.5887 7.5905 13.6596 0.1 0.2 -0.1 0.00
C 6.7436 6.5704 13.2438 1.0 -0.6 -0.8 0.00
C 7.1134 5.7700 12.1149 -0.6 0.7 1.3 0.00
C 8.3186 5.9805 11.4760 0.6 1.3 0.8 0.00
C 9.1571 7.0579 11.8924 -2.0 0.4 1.0 0.00
H 11.8440 10.9177 17.5924 -0.9 -0.7 -0.2 0.00
H 10.8588 8.8404 18.8142 0.2 0.2 -0.7 0.00
H 9.9162 7.0157 17.4159 0.0 0.3 -0.1 0.00
H 9.7419 7.2963 14.9053 0.0 0.6 1.0 0.00
H 8.2174 10.4404 15.6658 0.0 -0.1 0.4 0.00
H 6.3116 11.8276 16.1317 -0.7 0.1 0.9 0.00
H 4.8100 12.7238 14.2771 0.6 -0.2 -0.1 0.00
H 5.5199 12.2460 11.9260 0.3 -0.2 0.3 0.00
H 7.6916 11.0557 11.5107 0.0 0.0 -0.7 0.00
H 7.3996 8.1074 14.6002 -0.3 0.2 -0.4 0.00
H 5.8393 6.3330 13.8048 0.2 0.1 -0.2 0.00
H 6.4072 4.9925 11.8463 0.3 -0.1 -0.3 0.00
H 8.6403 5.4041 10.6359 0.0 -0.5 -0.3 0.00
H 10.0682 7.2850 11.3964 0.6 0.0 -0.6 0.00
N 14.6314 9.1871 12.6219 0.1 -0.4 0.0 0.00
C 14.8025 8.0383 13.4637 -0.7 0.1 -0.5 0.00
C 14.5367 6.7973 12.8723 0.1 0.5 -0.8 0.00
C 14.7252 5.6673 13.6324 0.0 -0.2 0.3 0.00
C 15.1318 5.7703 14.9526 0.1 0.4 0.9 0.00
C 15.2883 7.0295 15.5839 -0.2 -0.6 -1.8 0.00
C 15.1249 8.1853 14.8137 0.2 -0.8 -0.3 0.00
H 15.4729 9.7622 12.5936 0.1 -0.1 -0.1 0.00
H 14.4464 8.8508 11.6742 0.2 0.3 0.1 0.00
H 14.2548 6.7243 11.7781 0.3 0.2 1.4 0.00
H 14.5621 4.6907 13.2085 0.0 -0.2 -0.1 0.00
H 15.3407 4.8430 15.4855 -0.2 0.3 0.1 0.00
H 15.5687 7.1128 16.6070 0.2 -0.1 0.6 0.00
H 15.3297 9.1672 15.2162 -0.2 0.1 0.1 0.00
```
Forces are in eV/Å.

2S+1: 6
HOMO level (alpha / beta) in eV: -4.588 / -4.602
Total charge: -1
Orbital gap (alpha / beta) in eV: 6.8 / 6.9

| no. | DFT total energy (eV) |
| --- | --- |
| 1 | -142692.7737 |
| 2 | -95382.0524 |
| 3 | -181611.6611 |